{
  "formula": "C17H34IrN3O2Se2Si",
  "method": "the ωB97M-V functional and the def2-TZVPD basis",
  "orbital_gap_ev": [6.37, 6.37],
  "spin_multiplicity": 1,
  "e_above_lowest_kcal_mol": 0.0,
  "homo_energy_ev": [-7.051, -7.051],
  "species": ["Ir", "O", "C", "C", "C", "O", "C", "Se", "C", "Se", "H", "H", "H", "H", "H", "H", "H", "H", "H", "H", "N", "C", "C", "C", "N", "H", "H", "H", "H", "H", "H", "H", "H", "H", "H", "C", "Si", "C", "C", "N", "C", "C", "C", "C", "C", "C", "H", "H", "H", "H", "H", "H", "H", "H", "H", "H", "H", "H", "H", "H"],
  "xyz": [[-0.7121, -0.5714, 0.1409], [2.9048, -1.5843, -2.6741], [3.4044, -2.5760, -1.8034], [2.5360, -2.8560, -0.5570], [3.2707, -3.9650, 0.2271], [2.5958, -4.4303, 1.3768], [2.4883, -1.5526, 0.2424], [1.1335, -1.4211, 1.6728], [1.1487, -3.4007, -0.9024], [-0.1778, -2.1719, -1.6888], [2.0886, -1.8923, -3.0798], [4.3758, -2.2012, -1.4690], [3.5779, -3.5223, -2.3345], [4.2727, -3.5937, 0.4854], [3.3965, -4.8454, -0.4091], [2.4361, -3.6916, 1.9742], [2.2515, -0.7321, -0.4268], [3.4594, -1.3629, 0.7044], [0.6934, -3.7811, 0.0078], [1.2312, -4.2320, -1.6076], [-2.7027, 0.4598, -0.7093], [-3.8731, 0.6939, 0.1420], [-4.4758, -0.6119, 0.6500], [-3.6373, -1.3241, 1.7039], [-2.4406, -1.9448, 1.1194], [-2.2961, 1.3450, -0.9998], [-2.9696, -0.0412, -1.5512], [-4.6488, 1.2453, -0.3992], [-3.5566, 1.3102, 0.9858], [-4.6363, -1.2894, -0.1962], [-5.4511, -0.3844, 1.0825], [-4.2591, -2.0771, 2.1974], [-3.3193, -0.6086, 2.4659], [-2.7162, -2.6245, 0.4155], [-1.9289, -2.4542, 1.8339], [-0.1658, 1.3200, -2.9309], [0.7317, 2.0960, -1.4540], [2.5816, 1.7163, -1.5325], [0.4806, 3.9562, -1.7541], [-0.0104, 1.4652, -0.0165], [-0.2198, 2.0898, 1.1777], [-0.9864, 1.4323, 2.1635], [-1.2825, 2.0169, 3.3783], [-0.8351, 3.3002, 3.6628], [-0.0562, 3.9590, 2.7183], [0.2603, 3.3728, 1.5072], [0.4631, 1.4002, -3.8206], [-1.1026, 1.8446, -3.1403], [-0.3898, 0.2650, -2.7804], [3.0844, 2.4011, -2.2200], [2.7590, 0.7041, -1.9015], [3.0532, 1.8133, -0.5525], [0.4277, 4.1293, -2.8310], [1.3010, 4.5642, -1.3691], [-0.4485, 4.3245, -1.3137], [-1.3583, 0.4224, 1.9387], [-1.8693, 1.4732, 4.1098], [-1.0848, 3.7737, 4.6022], [0.3107, 4.9548, 2.9363], [0.8922, 3.8949, 0.8026]],
  "forces_ev_per_a": [[-1.4898, 1.3010, 1.8832], [0.2040, 0.0352, -0.1190], [-0.0408, -0.2121, 0.1793], [0.0317, 0.0082, -0.0603], [0.0555, 0.1517, -0.0655], [0.0934, -0.1626, 0.0346], [-0.1063, -0.1079, 0.2641], [-0.7152, 0.5014, -1.3422], [-0.1147, 0.1773, 0.1888], [-0.2355, 0.5279, 0.7885], [-0.1772, 0.0460, 0.1148], [0.0055, -0.0772, -0.0076], [-0.0156, 0.0378, -0.0430], [-0.0091, -0.0373, -0.0151], [0.0091, 0.0453, -0.0249], [-0.1292, 0.0783, -0.0309], [0.1013, 0.0375, 0.0505], [0.0317, 0.0012, -0.0578], [0.0479, -0.0792, -0.0332], [-0.0296, 0.0567, -0.0882], [1.0612, -0.3603, -0.3239], [-0.1585, -0.2116, 0.2260], [0.2627, 0.1413, 0.0516], [-0.0922, 0.2285, -0.1205], [0.9510, -0.4802, -0.4704], [0.0804, -0.0176, -0.0170], [-0.0264, 0.0505, -0.0390], [0.1118, 0.0316, -0.0521], [0.0084, 0.0126, -0.0259], [-0.1358, -0.0019, 0.0116], [-0.0312, -0.0622, -0.0314], [0.0984, -0.0204, 0.0140], [-0.0007, -0.0241, 0.0103], [0.0889, -0.0729, -0.0131], [0.0406, -0.0960, -0.0395], [0.1247, 0.0118, 0.2506], [0.1868, -0.0661, -0.5246], [-0.3139, 0.0431, -0.0981], [0.0462, -0.1749, 0.3241], [0.3226, -1.1841, -0.9598], [-0.0790, -0.0864, 0.3627], [0.1890, 0.2032, -0.4453], [-0.0726, -0.0799, 0.1560], [-0.0123, -0.0394, -0.0033], [-0.0809, 0.0200, 0.0428], [0.0134, -0.1346, -0.0862], [-0.0227, 0.0157, -0.0398], [0.0042, 0.0746, 0.0003], [0.0780, -0.0124, -0.0533], [-0.0181, 0.0400, -0.0041], [-0.0060, -0.0050, 0.0269], [-0.0324, 0.0275, 0.0335], [0.0227, -0.0651, -0.0294], [-0.0178, 0.0205, 0.0492], [-0.0177, 0.0100, 0.0047], [-0.1532, -0.0823, 0.1948], [-0.0040, -0.0013, -0.0031], [0.0240, -0.0149, 0.0097], [0.0384, -0.0108, -0.0236], [0.0047, 0.0443, 0.0182]],
  "mulliken_charge": [2.252, -0.435, -1.369, 2.657, -1.277, -0.530, -0.969, -0.237, -1.647, -0.326, 0.315, 0.434, 0.404, 0.437, 0.420, 0.328, -0.621, 0.602, 0.467, 0.488, -0.592, -0.607, -0.693, -0.605, -0.536, 0.143, 0.272, 0.432, 0.296, 0.308, 0.377, 0.417, 0.227, 0.251, 0.256, -0.901, 0.207, -0.984, -1.424, -0.684, 1.114, -0.426, -1.126, -0.626, -0.721, -0.452, 0.403, 0.272, 0.024, 0.433, 0.130, 0.325, 0.443, 0.366, 0.388, 0.373, 0.377, 0.387, 0.392, 0.371]
}



{
  "formula": "C17H34NO",
  "method": "the ωB97M-V functional and the def2-TZVPD basis",
  "orbital_gap_ev": [9.45, 9.69],
  "spin_multiplicity": 2,
  "homo_energy_ev": [-8.729, -9.746],
  "species": ["C", "C", "C", "C", "C", "C", "C", "C", "C", "C", "C", "C", "C", "N", "O", "C", "C", "C", "C", "H", "H", "H", "H", "H", "H", "H", "H", "H", "H", "H", "H", "H", "H", "H", "H", "H", "H", "H", "H", "H", "H", "H", "H", "H", "H", "H", "H", "H", "H", "H", "H", "H", "H"],
  "xyz": [[2.6631, 2.8096, 1.6592], [1.4053, 3.2047, 2.6466], [0.5065, 1.8341, 2.9700], [-1.0860, 2.1809, 2.7896], [-1.9770, 0.9019, 2.2344], [-1.5407, -0.5479, 2.8631], [-0.6876, -1.5067, 1.7907], [-1.6215, -2.0848, 0.5911], [-0.8914, -2.4900, -0.7998], [-1.4429, -1.6701, -2.1397], [-0.8736, -0.1447, -2.2724], [-2.0930, 0.8768, -1.7551], [-0.7517, 0.1607, -3.9123], [0.4350, 0.1388, -1.5904], [0.3177, 0.8352, -0.4517], [1.3607, -1.0388, -1.4993], [2.6352, -0.5806, -0.5178], [2.0847, -1.4472, -2.9500], [0.7360, -2.4037, -0.8452], [3.5436, 3.5479, 1.8891], [2.3818, 2.9284, 0.5199], [3.0343, 1.6971, 1.8559], [1.8668, 3.5144, 3.6934], [0.7582, 4.0506, 2.1572], [0.9200, 1.0038, 2.2565], [0.7083, 1.4776, 4.0723], [-1.5635, 2.6997, 3.7472], [-1.1553, 3.0098, 1.9335], [-3.1331, 1.1605, 2.3752], [-1.7957, 0.8511, 1.0795], [-2.5522, -1.1180, 3.1226], [-0.9790, -0.4162, 3.8930], [0.2728, -0.9246, 1.4695], [-0.3461, -2.4439, 2.4462], [-2.1631, -3.0603, 1.0165], [-2.5090, -1.3021, 0.4349], [-1.1724, -3.6304, -1.0179], [-1.1100, -2.3378, -3.0691], [-2.6212, -1.7328, -2.0913], [-2.7054, 0.4410, -0.8585], [-2.8508, 0.9144, -2.6768], [-1.7294, 1.9794, -1.5998], [-1.3421, 1.1281, -4.2363], [0.3540, 0.2978, -4.2707], [-1.2369, -0.7296, -4.5352], [2.3719, -0.6420, 0.6259], [3.5477, -1.2892, -0.8181], [2.9750, 0.5073, -0.8560], [2.3541, -0.5135, -3.6049], [3.0306, -2.1299, -2.8082], [1.2862, -2.0837, -3.5677], [1.2895, -2.5894, 0.1705], [1.0915, -3.2937, -1.5595]],
  "forces_ev_per_a": [[0.0825, 0.3599, 0.1098], [0.7344, -1.3510, 0.5682], [-0.0010, 0.9460, 0.0854], [-0.1757, 0.1819, -1.1216], [0.1919, 0.5177, -0.2166], [-1.0741, -0.3722, -0.1173], [-0.0707, -0.3188, 1.7009], [-0.9047, 0.2408, 0.7733], [-0.0405, -0.4531, -0.9472], [0.4472, -1.5398, 0.7520], [-2.7425, 0.8300, -2.0038], [-0.3174, -0.2201, -1.2067], [-0.0496, -0.0515, -0.6042], [-1.3870, -0.7526, 2.2248], [0.4099, -1.3169, -2.3258], [3.3193, -0.8401, 0.6520], [0.3149, 0.1268, -1.3348], [-1.4321, -0.1489, -0.5710], [0.3552, -0.8256, -0.6250], [-1.5318, -1.4660, -0.5583], [0.4733, -0.3944, 2.3454], [-0.8174, 2.4360, -0.4027], [-1.0444, -0.1551, -2.3151], [1.2756, -1.6298, 1.1602], [-1.2544, 1.5069, 1.1943], [-0.3197, 0.7135, -2.1468], [1.1582, -1.3732, -1.8508], [0.1066, -1.7546, 1.8219], [2.4971, -0.7496, -0.1327], [-0.2626, 0.1168, 2.1525], [2.1588, 1.0000, -0.5108], [-0.9360, -0.2797, -2.2325], [-1.9537, -1.0965, 0.2644], [-0.4574, 1.9989, -1.4719], [1.1926, 2.1418, -0.9042], [1.9810, -1.6477, 0.0372], [0.6330, 2.5030, 0.5240], [-0.6180, 1.5730, 1.9236], [2.3716, 0.5586, -0.2578], [1.4942, 1.0233, -1.5380], [1.5672, -0.1868, 2.0389], [-0.5901, -2.3058, -0.0324], [1.2646, -1.8486, 0.8822], [-2.0910, -0.3460, 0.7935], [1.0979, 1.8697, 1.4056], [0.6010, 0.2494, -2.4029], [-2.0717, 1.3780, 1.0321], [-0.8299, -2.2393, 1.0356], [-0.3808, -1.7209, 1.4425], [-1.9615, 1.4605, -0.0116], [1.7756, 1.3727, 1.1750], [-1.4245, 0.3459, -1.7896], [-0.7633, 1.9335, 1.5368]],
  "mulliken_charge": [-0.713, -0.451, 0.346, -0.961, 0.488, -0.982, 0.663, -0.874, 0.379, -1.502, 1.260, -1.408, -1.228, 0.250, -0.250, 1.191, -1.208, -1.453, -1.333, 0.367, 0.122, 0.160, 0.259, 0.310, -0.500, 0.330, 0.255, 0.320, 0.336, -0.572, 0.304, 0.313, -0.729, 0.275, 0.249, 0.257, 0.522, 0.452, 0.267, 0.261, 0.524, 0.243, 0.388, 0.228, 0.264, 0.265, 0.365, 0.233, 0.273, 0.406, 0.278, 0.321, 0.439]
}



{
  "formula": "C17H34NO6S3Yb",
  "method": "the ωB97M-V functional and the def2-TZVPD basis",
  "total_charge": 2,
  "orbital_gap_ev": [9.37, 8.17],
  "spin_multiplicity": 2,
  "e_above_lowest_kcal_mol": 2.2,
  "homo_energy_ev": [-13.747, -13.746],
  "species": ["Yb", "C", "C", "O", "C", "C", "O", "C", "C", "O", "C", "C", "O", "H", "H", "H", "H", "H", "H", "H", "H", "H", "H", "H", "H", "H", "H", "H", "H", "O", "S", "C", "C", "C", "C", "H", "H", "H", "H", "H", "H", "H", "H", "C", "C", "S", "O", "C", "C", "H", "H", "H", "H", "H", "H", "H", "H", "H", "H", "S", "C", "N"],
  "xyz": [[0.5938, -0.1331, -0.1000], [2.9280, -2.5542, -0.7682], [3.5929, -1.2016, -0.7498], [2.9583, -0.3901, 0.2577], [3.4980, -0.5212, 1.5798], [2.5574, 0.2195, 2.4998], [1.2142, -0.2525, 2.2817], [0.8460, -1.3653, 3.1098], [-0.4232, -1.9273, 2.5210], [-0.2241, -2.1989, 1.1291], [0.3315, -3.4880, 0.8309], [0.6827, -3.4407, -0.6334], [1.5218, -2.2956, -0.8525], [3.2518, -3.1359, -1.6337], [3.1456, -3.1259, 0.1393], [4.6642, -1.2760, -0.5611], [3.4399, -0.6809, -1.6950], [3.5697, -1.5806, 1.8446], [4.4985, -0.0855, 1.6161], [2.8400, 0.0819, 3.5442], [2.5491, 1.2826, 2.2715], [1.6510, -2.1057, 3.1143], [0.6849, -1.0253, 4.1350], [-0.7421, -2.8283, 3.0477], [-1.2211, -1.1864, 2.5718], [1.2143, -3.6674, 1.4516], [-0.4061, -4.2671, 1.0364], [1.1853, -4.3508, -0.9621], [-0.2003, -3.2941, -1.2572], [-1.5639, 0.0870, 0.1620], [-2.5625, -0.9129, -0.4987], [-3.4304, 0.0273, -1.7733], [-4.9131, -0.2198, -1.5131], [-5.0900, -0.1103, -0.0011], [-3.9893, -0.9739, 0.6181], [-3.0518, -0.2898, -2.7434], [-3.1586, 1.0677, -1.5851], [-5.2079, -1.2096, -1.8678], [-5.5129, 0.5065, -2.0596], [-6.0703, -0.4504, 0.3275], [-4.9748, 0.9258, 0.3207], [-4.2744, -2.0233, 0.6940], [-3.6228, -0.6358, 1.5868], [2.5715, 3.3936, -2.1449], [1.2361, 3.8145, -1.5550], [1.1842, 3.4514, 0.1958], [1.0982, 1.9127, 0.2382], [-0.4462, 4.0207, 0.6723], [-1.5893, 3.6414, -0.2496], [2.6067, 3.6823, -3.1937], [2.6859, 2.3109, -2.0946], [3.4097, 3.8668, -1.6343], [0.4023, 3.2839, -2.0166], [1.0590, 4.8906, -1.6378], [-0.3414, 5.0987, 0.8179], [-0.5632, 3.5833, 1.6674], [-1.5444, 4.1672, -1.2012], [-2.5294, 3.9096, 0.2316], [-1.5992, 2.5661, -0.4305], [-0.7577, -1.8851, -3.8744], [-0.0760, -0.7617, -2.9681], [0.4141, 0.0591, -2.2587]],
  "forces_ev_per_a": [[0.4910, -0.4896, 0.5459], [-0.0430, -0.0448, -0.0262], [0.0338, 0.0550, 0.0398], [0.0436, 0.0946, -0.0925], [0.0145, -0.0184, -0.0333], [-0.0355, -0.0129, 0.0511], [0.0397, 0.0676, -0.0433], [0.0186, 0.0193, 0.0071], [-0.0187, -0.0514, -0.0225], [0.0032, 0.0943, -0.0556], [-0.0772, 0.0002, 0.0048], [0.0652, 0.0233, -0.0731], [-0.0216, 0.0543, 0.0236], [0.0029, 0.0136, -0.0012], [0.0143, 0.0100, 0.0037], [-0.0083, -0.0148, 0.0092], [-0.0296, -0.0279, -0.0077], [-0.0110, 0.0052, 0.0118], [-0.0085, 0.0083, 0.0074], [0.0121, 0.0139, -0.0077], [0.0047, -0.0058, -0.0249], [-0.0127, -0.0109, -0.0209], [-0.0175, -0.0004, -0.0086], [0.0103, 0.0098, 0.0104], [0.0088, 0.0100, 0.0111], [0.0136, -0.0063, -0.0121], [0.0052, 0.0042, -0.0028], [-0.0047, -0.0018, 0.0154], [-0.0252, -0.0005, 0.0382], [-0.2824, -0.0988, -0.1286], [0.1760, 0.0760, 0.0578], [-0.0217, 0.0265, 0.0290], [-0.0064, 0.0137, -0.0762], [0.0058, -0.0160, 0.0618], [-0.0392, 0.0587, 0.0063], [-0.0433, -0.0138, -0.0120], [0.0200, -0.0016, -0.0209], [0.0192, -0.0110, 0.0080], [-0.0074, 0.0073, 0.0228], [-0.0030, 0.0035, -0.0045], [0.0086, 0.0074, -0.0228], [-0.0104, -0.0023, -0.0369], [-0.0402, -0.0057, 0.0153], [0.0274, -0.0451, 0.0068], [-0.1327, 0.0999, -0.0658], [0.1985, -0.1677, -0.0555], [-0.2193, 0.1900, 0.1241], [-0.0722, 0.0067, 0.1069], [-0.0171, -0.0297, -0.0028], [-0.0063, -0.0008, -0.0026], [0.0152, 0.0046, -0.0026], [-0.0078, 0.0207, -0.0009], [0.0206, -0.0110, -0.0013], [0.0576, -0.0013, 0.0105], [0.0083, 0.0085, -0.0826], [-0.0207, 0.0323, -0.0071], [0.0013, 0.0173, 0.0093], [-0.0005, 0.0029, -0.0014], [-0.0034, 0.0048, -0.0091], [0.0665, 0.1306, 0.0728], [-0.1129, -0.1294, -0.1654], [-0.0457, 0.0247, -0.1791]],
  "mulliken_charge": [1.535, -0.677, -0.791, -0.045, -0.533, -0.790, -0.093, -0.621, -0.742, 0.269, -0.575, -0.784, 0.041, 0.465, 0.404, 0.525, 0.292, 0.336, 0.481, 0.564, 0.184, 0.401, 0.467, 0.515, 0.110, 0.369, 0.454, 0.493, 0.208, -0.581, 0.678, -0.372, -0.791, -0.620, -0.750, 0.429, 0.050, 0.306, 0.400, 0.392, 0.280, 0.489, 0.265, -1.230, -0.454, 0.280, -0.866, -0.503, -0.996, 0.392, 0.198, 0.391, 0.335, 0.594, 0.506, 0.362, 0.371, 0.445, 0.053, -0.336, 0.464, -0.648]
}



| no. | maximum force (eV/A) |
| --- | --- |
| 1 | 2.7 |
| 2 | 3.5 |
| 3 | 0.9 |